Record 1
The following is a quantum chemistry calculation of a structure of composition C33H29Cl2N4O3RuSe2, from OMol25.

The HOMO-LUMO gap (alpha / beta) comes out at 5.2 / 5.3 eV. As for the charge: -1. The value obtained for the total energy is -205116.22743 eV. The LUMO energy (alpha / beta) comes out at 0.052 / 0.052 Eh. The energy above the lowest of the compared OMol25 structures with the same formula, charge and spin comes out at 0.0 kcal/mol. Its HOMO energy (alpha / beta) is -0.140 / -0.142 hartree.

```
74
Properties=species:S:1:pos:R:3:lowdin_charge:R:1
Ru 0.40 0.81 0.85 0.78
O 5.95 1.55 2.55 -0.06
C 5.24 0.79 3.53 -0.24
C 3.76 0.64 3.13 -0.56
C 3.22 -0.38 4.15 -0.27
O 1.82 -0.43 4.27 -0.11
C 3.12 2.02 3.29 -0.53
Se 1.55 2.60 2.25 0.58
C 3.73 0.11 1.68 -0.52
Se 2.16 -0.94 1.12 0.65
H 6.86 1.64 2.84 0.08
H 5.29 1.28 4.51 0.12
H 5.69 -0.21 3.62 0.12
H 3.60 -0.11 5.14 0.12
H 3.62 -1.37 3.89 0.12
H 1.52 -0.70 3.38 -0.04
H 3.88 2.76 3.02 0.04
H 2.88 2.17 4.35 0.05
H 4.57 -0.56 1.53 0.05
H 3.82 0.93 0.98 0.06
Cl 2.48 2.85 -3.29 0.68
C 0.97 3.25 -2.54 -0.59
C 0.13 4.19 -3.14 -0.14
C -1.07 4.53 -2.59 -0.63
Cl -2.09 5.70 -3.40 0.63
C -1.50 3.94 -1.38 -0.18
C -2.72 4.22 -0.72 -0.03
C -3.02 3.57 0.44 -0.05
C -2.12 2.62 0.96 -0.11
N -0.98 2.34 0.37 -0.03
C -0.65 2.98 -0.78 -0.14
C 0.62 2.59 -1.35 -0.41
O 1.33 1.69 -0.79 -0.23
H 0.45 4.65 -4.07 0.10
H -3.40 4.94 -1.15 0.09
H -3.94 3.77 0.97 0.10
H -2.33 2.09 1.88 0.10
N -1.81 -3.30 3.55 0.12
C -1.56 -1.95 3.57 -0.37
C -0.88 -1.34 2.51 -0.10
N -0.61 -0.04 2.52 -0.10
C -0.97 0.66 3.61 -0.17
C -1.64 0.04 4.64 -0.12
N -1.95 -1.26 4.63 0.12
H -1.83 -3.75 2.65 0.09
H -2.52 -3.60 4.20 0.09
H -0.57 -1.90 1.64 0.08
H -0.67 1.70 3.63 0.04
H -1.93 0.61 5.51 0.11
C -0.41 -0.32 -0.36 -0.21
C -0.84 -1.03 -1.31 -0.07
C -1.23 -1.74 -2.36 -0.14
C -1.79 -1.04 -3.55 -0.17
C -2.34 0.24 -3.40 -0.02
C -2.78 0.96 -4.49 -0.08
C -2.69 0.41 -5.77 -0.10
C -2.15 -0.86 -5.93 -0.09
C -1.70 -1.58 -4.83 -0.04
C -1.07 -3.22 -2.35 -0.18
C 0.01 -3.79 -1.68 -0.01
C 0.15 -5.16 -1.60 -0.08
C -0.79 -5.99 -2.20 -0.10
C -1.87 -5.44 -2.87 -0.09
C -2.01 -4.06 -2.95 -0.05
H -2.39 0.67 -2.40 0.11
H -3.18 1.95 -4.36 0.10
H -3.02 0.97 -6.63 0.10
H -2.06 -1.29 -6.92 0.10
H -1.26 -2.56 -4.97 0.11
H 0.73 -3.13 -1.21 0.10
H 0.99 -5.59 -1.08 0.10
H -0.68 -7.07 -2.14 0.09
H -2.61 -6.08 -3.34 0.10
H -2.86 -3.63 -3.47 0.11
```


Record 2
The following is a quantum chemistry calculation of a structure of composition CH4N4 in a non-equilibrium geometry, from OMol25.

The HOMO-LUMO gap comes out at 9.4 eV. The value obtained for the total energy is -7057.66602 eV. The LUMO energy comes out at 0.042 Eh. The energy above the lowest of the compared OMol25 structures with the same formula, charge and spin comes out at 122.7 kcal/mol. Its HOMO energy is -0.304 hartree.

```
9
Properties=species:S:1:pos:R:3:lowdin_charge:R:1
C -0.33 1.13 -0.10 -0.07
N 1.03 0.94 -0.02 -0.09
N 1.52 -0.21 -0.03 -0.02
N -0.76 -0.75 -0.24 0.02
N 0.56 -1.13 -0.03 -0.19
H -0.85 1.81 0.61 0.08
H -0.78 1.50 -1.01 0.07
H -1.15 -1.19 0.58 0.05
H 0.76 -2.10 0.26 0.15
```


Record 3
The following is a quantum chemistry calculation of a structure of composition C51H51F6N3OP3PtSiTe in a non-equilibrium geometry, from OMol25.

The HOMO-LUMO gap (alpha / beta) comes out at 6.1 / 6.1 eV. Its expectation value of S² is 0.88. The value obtained for the total energy is -122828.13149 eV. Its spin multiplicity is 2. The LUMO energy (alpha / beta) comes out at -0.071 / -0.073 Eh. Its HOMO energy (alpha / beta) is -0.296 / -0.297 hartree.

```
118
Properties=species:S:1:pos:R:3:mulliken_spin:R:1
Pt -1.55 -0.74 -0.43 0.07
Te 1.81 1.79 0.23 -0.02
C 2.58 3.35 -0.98 0.04
C 3.94 3.64 -0.91 0.00
C 4.46 4.60 -1.76 0.00
N 3.74 5.27 -2.66 0.00
C 2.43 4.99 -2.71 0.00
C 1.81 4.05 -1.90 0.02
C 0.68 0.85 -1.32 0.54
P 0.82 -0.87 -1.33 0.04
C 2.60 -1.28 -1.16 -0.05
C 3.61 -0.47 -1.67 0.01
C 4.93 -0.90 -1.60 0.00
C 5.24 -2.12 -1.02 0.00
C 4.24 -2.93 -0.52 0.00
C 2.92 -2.51 -0.59 0.00
C 0.45 -1.59 -2.98 0.05
C -0.33 -2.74 -3.05 0.03
C -0.58 -3.34 -4.28 0.00
C -0.05 -2.78 -5.44 0.00
C 0.74 -1.64 -5.36 0.01
C 1.00 -1.04 -4.13 0.02
P -1.10 1.22 -1.52 0.02
C -1.46 1.03 -3.30 0.04
C -2.44 0.13 -3.72 0.00
C -2.70 -0.03 -5.08 0.01
C -1.98 0.70 -6.02 0.00
C -0.99 1.59 -5.61 0.01
C -0.73 1.75 -4.26 0.02
C -1.47 2.97 -1.19 0.07
C -1.24 3.51 0.08 -0.01
C -1.47 4.86 0.31 0.00
C -1.97 5.67 -0.71 0.00
C -2.26 5.12 -1.95 0.00
C -2.03 3.78 -2.18 0.01
H 4.59 3.12 -0.21 0.00
H 5.52 4.84 -1.73 0.00
H 1.85 5.55 -3.43 0.00
H 0.74 3.90 -1.96 0.00
H 3.39 0.48 -2.14 0.01
H 5.71 -0.26 -2.01 0.00
H 6.28 -2.44 -0.96 0.00
H 4.48 -3.89 -0.07 0.00
H 2.13 -3.15 -0.20 -0.01
H -0.74 -3.18 -2.15 0.00
H -1.19 -4.24 -4.34 0.00
H -0.25 -3.24 -6.40 0.00
H 1.15 -1.20 -6.26 0.00
H 1.62 -0.15 -4.08 -0.01
H -3.01 -0.42 -2.99 0.00
H -3.46 -0.72 -5.40 0.00
H -2.20 0.58 -7.08 0.00
H -0.43 2.15 -6.34 0.00
H 0.06 2.42 -3.95 -0.02
H -0.90 2.89 0.89 0.01
H -1.28 5.27 1.29 0.00
H -2.15 6.72 -0.52 0.00
H -2.69 5.74 -2.73 0.00
H -2.29 3.36 -3.14 0.00
C -1.70 -1.95 3.98 0.00
C -0.26 -1.48 4.29 0.00
C 0.69 -2.68 4.24 0.00
C -0.22 -0.86 5.70 0.00
Si 0.30 -0.22 2.97 0.03
O 0.22 -0.86 1.47 0.04
C -0.88 1.25 3.14 -0.01
C -0.64 2.45 3.80 0.00
C -1.64 3.40 3.97 0.00
C -2.92 3.16 3.48 0.00
C -3.20 1.98 2.81 0.00
C -2.18 1.04 2.63 0.01
C 2.09 0.22 3.44 0.00
C 3.12 -0.29 2.65 0.00
C 4.46 -0.03 2.92 0.00
C 4.80 0.78 4.01 0.00
C 3.80 1.29 4.82 0.00
C 2.46 1.01 4.54 0.00
H -1.97 -2.78 4.66 0.00
H -1.80 -2.31 2.95 0.00
H -2.43 -1.16 4.14 0.00
H 0.46 -3.39 5.05 0.00
H 1.74 -2.39 4.34 0.00
H 0.57 -3.22 3.29 0.00
H -0.69 -1.54 6.42 0.00
H -0.76 0.09 5.75 0.00
H 0.81 -0.69 6.03 0.00
H 0.35 2.67 4.20 0.00
H -1.43 4.33 4.49 0.00
H -3.71 3.90 3.62 0.00
H -4.19 1.78 2.41 0.00
H -2.41 0.13 2.09 0.00
H 2.87 -0.92 1.81 0.00
H 5.23 -0.44 2.29 0.00
H 5.84 0.99 4.22 0.00
H 4.05 1.90 5.68 0.00
H 1.70 1.40 5.22 0.00
F -3.76 -0.95 1.15 0.00
P -4.89 -0.24 0.19 0.00
F -5.85 -1.49 0.41 0.00
F -3.87 0.99 -0.06 0.00
F -5.50 0.52 1.46 0.00
F -5.93 0.44 -0.81 0.00
F -4.17 -1.03 -1.10 0.00
C 0.71 -5.30 1.32 0.00
C -0.43 -4.55 0.69 0.00
C -1.50 -5.01 -0.05 0.00
C -2.22 -3.88 -0.45 -0.01
N -1.62 -2.79 0.03 -0.01
N -0.53 -3.22 0.73 0.04
C -3.46 -3.79 -1.27 0.00
H 0.40 -6.31 1.57 0.00
H 1.06 -4.81 2.23 0.00
H 1.55 -5.37 0.63 0.00
H -1.74 -6.04 -0.28 0.00
H 0.03 -2.45 1.22 0.00
H -3.71 -4.77 -1.68 0.00
H -3.34 -3.09 -2.10 -0.01
H -4.30 -3.44 -0.67 0.00
```


Record 4
The following is a quantum chemistry calculation of a structure of composition C34H38AsF3N3O5PRh in a non-equilibrium geometry, from OMol25.

The HOMO-LUMO gap comes out at 5.7 eV. As for the charge: +1. The value obtained for the total energy is -131866.59837 eV. The LUMO energy comes out at -0.155 Eh. The energy above the lowest of the compared OMol25 structures with the same formula, charge and spin comes out at 26.7 kcal/mol. Its HOMO energy is -0.365 hartree.

```
86
Properties=species:S:1:pos:R:3:lowdin_charge:R:1
Rh -0.22 -0.46 -0.04 0.72
O 5.85 2.63 1.73 0.01
C 5.12 2.84 0.76 -0.68
O 5.13 3.46 -0.31 0.00
C 3.72 2.03 0.89 -0.04
C 2.53 2.69 0.62 0.07
C 1.36 1.95 0.56 -0.19
N 1.37 0.63 0.79 0.02
C 2.51 -0.01 1.07 -0.18
C 3.72 0.67 1.14 0.08
C 2.40 -1.46 1.19 -0.19
C 3.39 -2.25 1.77 0.02
C 3.25 -3.62 1.79 -0.01
C 2.12 -4.20 1.22 -0.03
C 1.16 -3.36 0.69 -0.13
N 1.29 -2.03 0.68 0.04
C 0.08 2.52 0.16 -0.17
C -0.12 3.86 -0.17 0.04
C -1.37 4.28 -0.57 -0.01
C -2.42 3.37 -0.63 -0.02
C -2.16 2.06 -0.29 -0.12
N -0.95 1.65 0.07 0.03
H 2.55 3.75 0.39 0.13
H 4.65 0.15 1.33 0.13
H 4.26 -1.79 2.22 0.13
H 4.00 -4.25 2.25 0.13
H 1.98 -5.27 1.19 0.12
H 0.26 -3.76 0.24 0.10
H 0.70 4.56 -0.11 0.12
H -1.53 5.32 -0.85 0.13
H -3.42 3.68 -0.91 0.12
H -2.94 1.31 -0.30 0.10
F 4.61 4.23 -6.55 0.15
C 3.31 4.47 -6.30 -0.58
F 2.67 4.49 -7.47 0.14
F 3.24 5.72 -5.78 0.14
C 2.73 3.46 -5.35 -0.11
C 3.34 3.30 -4.11 0.01
C 2.83 2.38 -3.21 0.00
C 1.69 1.63 -3.54 -0.24
C 1.09 1.81 -4.79 -0.02
C 1.61 2.72 -5.69 0.00
C 1.14 0.74 -2.57 -0.10
C 0.64 0.03 -1.72 -0.20
H 4.22 3.88 -3.85 0.14
H 3.31 2.24 -2.25 0.11
H 0.22 1.23 -5.06 0.11
H 1.15 2.86 -6.65 0.12
C -3.20 -4.21 2.25 -0.05
C -1.99 -3.39 1.83 -0.30
O -2.16 -2.07 2.36 -0.28
P -1.24 -0.78 2.05 0.69
O -0.34 -0.67 3.38 -0.25
C 0.36 -1.76 3.99 -0.26
C -0.43 -2.35 5.15 -0.05
O -2.26 0.40 2.29 -0.28
C -2.99 0.64 3.52 -0.22
C -4.38 0.03 3.46 -0.06
H -3.09 -5.25 1.93 0.09
H -4.11 -3.80 1.80 0.08
H -3.31 -4.19 3.33 0.09
H -1.91 -3.35 0.74 0.07
H -1.08 -3.85 2.23 0.11
H 1.30 -1.34 4.36 0.13
H 0.60 -2.53 3.25 0.09
H -0.66 -1.57 5.88 0.09
H 0.16 -3.12 5.63 0.09
H -1.37 -2.78 4.80 0.07
H -3.05 1.72 3.62 0.13
H -2.43 0.24 4.36 0.11
H -4.93 0.43 2.60 0.08
H -4.93 0.28 4.36 0.09
H -4.32 -1.05 3.37 0.06
C -2.34 -0.35 -2.98 -0.26
As -1.99 -1.39 -1.38 1.05
C -1.67 -3.11 -2.24 -0.25
C -3.81 -1.55 -0.71 -0.24
H -3.12 -0.83 -3.56 0.05
H -1.43 -0.29 -3.57 0.02
H -2.65 0.66 -2.72 0.03
H -2.55 -3.38 -2.82 0.04
H -1.45 -3.91 -1.53 0.02
H -0.82 -2.99 -2.91 0.04
H -4.32 -2.35 -1.25 0.04
H -4.33 -0.61 -0.91 0.03
H -3.84 -1.75 0.36 0.01
```


Record 5
The following is a quantum chemistry calculation of a cluster of 2 separate species, C6H6N2 in total in a non-equilibrium geometry, from OMol25.

The HOMO-LUMO gap comes out at 8.0 eV. The value obtained for the total energy is -9291.69119 eV. The LUMO energy comes out at -0.013 Eh. The energy above the lowest of the compared OMol25 structures with the same formula, charge and spin comes out at 162.7 kcal/mol. Its HOMO energy is -0.307 hartree.

```
14
Properties=species:S:1:pos:R:3:lowdin_charge:R:1
C -2.22 0.06 -0.22 -0.09
C -1.35 1.07 0.06 -0.14
C 0.03 0.66 0.45 -0.18
C 1.39 1.05 0.00 -0.10
C 2.17 0.04 -0.06 -0.29
C 0.01 -0.74 0.33 -0.26
H -3.38 0.23 -0.10 0.13
H -1.67 2.25 -0.25 0.16
H 1.71 2.11 -0.28 0.14
H 3.20 0.00 -0.36 0.11
H 1.82 -2.10 1.02 0.27
H -1.80 -2.23 -0.38 0.19
N 1.42 -1.12 -0.29 0.06
N -1.33 -1.28 0.06 0.01
```


Record 6
The following is a quantum chemistry calculation of an isolated molecule of C4H5NO, from OMol25.

The HOMO-LUMO gap comes out at 9.7 eV. The value obtained for the total energy is -7763.46011 eV. The LUMO energy comes out at -0.027 Eh. The energy above the lowest of the compared OMol25 structures with the same formula, charge and spin comes out at 70.7 kcal/mol. Its HOMO energy is -0.384 hartree.

```
11
Properties=species:S:1:pos:R:3:lowdin_charge:R:1
C 1.54 0.71 0.39 -0.05
C 0.40 -0.29 0.41 -0.38
C 0.42 -1.44 1.03 0.26
C -0.91 0.14 -0.23 -0.54
O -1.18 1.32 -0.36 0.08
N -1.72 -0.87 -0.62 0.17
H 1.87 0.88 -0.64 0.09
H 2.38 0.36 0.99 0.08
H 1.16 1.65 0.79 0.09
H -2.59 -0.63 -1.08 0.12
H -1.38 -1.82 -0.68 0.10
```


Record 7
The following is a quantum chemistry calculation of a structure of composition C5H9N in a non-equilibrium geometry, from OMol25.

The HOMO-LUMO gap comes out at 8.0 eV. The value obtained for the total energy is -6817.49514 eV. The LUMO energy comes out at 0.004 Eh. The energy above the lowest of the compared OMol25 structures with the same formula, charge and spin comes out at 80.7 kcal/mol. Its HOMO energy is -0.291 hartree.

```
15
Properties=species:S:1:pos:R:3:lowdin_charge:R:1
C 1.19 1.39 -1.38 -0.15
N 0.00 0.96 -0.69 -0.01
C 0.14 0.22 0.34 -0.51
C 1.23 -0.39 1.00 0.12
C -1.86 -1.25 0.04 -0.07
C -0.79 -0.70 0.90 -0.06
H 0.95 1.54 -2.43 0.06
H 2.03 0.69 -1.29 0.05
H 1.59 2.33 -0.99 0.08
H -2.45 -1.99 0.56 0.07
H 2.19 -0.54 0.53 0.07
H 1.20 -0.60 2.05 0.06
H -2.46 -0.41 -0.32 0.09
H -1.39 -1.64 -0.86 0.09
H -0.79 -0.83 1.98 0.10
```


Record 8
The following is a quantum chemistry calculation of a structure of composition H2Na10O9S2 in a non-equilibrium geometry, from OMol25.

The HOMO-LUMO gap comes out at 2.2 eV. As for the charge: +6. The value obtained for the total energy is -84226.05898 eV. The LUMO energy comes out at -0.763 Eh. Its HOMO energy is -0.843 hartree.

```
23
Properties=species:S:1:pos:R:3:lowdin_charge:R:1
Na 0.92 2.29 2.62 0.74
Na -0.35 -0.74 3.60 0.84
Na 0.95 -3.77 1.56 0.80
Na -1.86 -2.57 -0.70 0.76
Na 1.36 -2.04 -1.99 0.80
Na 2.34 1.95 -0.54 0.73
Na 2.78 -1.03 2.16 0.84
Na -2.28 1.55 -1.43 0.72
Na 0.63 1.16 -3.25 0.81
Na -3.47 -0.26 1.76 0.89
S -0.36 3.93 -0.46 0.28
O 0.54 3.54 0.68 -0.39
O -0.05 3.06 -1.61 -0.40
O -1.76 3.72 -0.06 -0.30
O -0.11 5.30 -0.81 -0.13
S 0.03 -0.35 0.37 0.36
O 0.55 0.45 -0.77 -0.34
O 0.61 0.21 1.61 -0.40
O -1.44 -0.33 0.36 -0.35
O 0.43 -1.80 0.23 -0.43
O -0.12 -4.57 -0.93 -0.01
H -0.15 -5.17 -1.70 0.14
H 0.82 -4.51 -0.71 0.04
```


Record 9
The following is a quantum chemistry calculation of an isolated molecule of C4H8O2, from OMol25.

The HOMO-LUMO gap comes out at 9.4 eV. The value obtained for the total energy is -8369.20512 eV. The LUMO energy comes out at 0.022 Eh. The energy above the lowest of the compared OMol25 structures with the same formula, charge and spin comes out at 94.0 kcal/mol. Its HOMO energy is -0.322 hartree.

```
14
Properties=species:S:1:pos:R:3:lowdin_charge:R:1
C 1.93 0.08 -0.42 -0.06
C 1.09 -0.56 0.67 -0.23
O 0.10 0.44 1.02 -0.10
C -1.05 0.10 0.50 -0.02
C -1.76 1.29 -0.04 -0.28
O -2.91 0.83 -0.70 -0.09
H 1.29 0.71 -1.05 0.07
H 2.40 -0.66 -1.07 0.08
H 2.71 0.73 -0.01 0.08
H 1.65 -0.85 1.55 0.12
H 0.52 -1.41 0.28 0.10
H -1.02 1.68 -0.76 0.13
H -1.99 2.10 0.66 0.13
H -2.88 -0.13 -0.58 0.07
```


Record 10
The following is a quantum chemistry calculation of a structure of composition C21H30AsMgN8O5Se2, from OMol25.

The HOMO-LUMO gap comes out at 5.4 eV. As for the charge: -1. The value obtained for the total energy is -241401.73270 eV. The LUMO energy comes out at 0.080 Eh. The energy above the lowest of the compared OMol25 structures with the same formula, charge and spin comes out at 0.0 kcal/mol. Its HOMO energy is -0.117 hartree.

```
68
Properties=species:S:1:pos:R:3:lowdin_charge:R:1
Mg -0.59 -0.22 -0.83 0.30
O 0.72 -0.58 -4.79 0.07
C 0.13 -0.41 -3.74 -0.46
N 0.20 -1.06 -2.56 0.05
C 0.85 -2.26 -2.40 -0.47
O 1.62 -2.83 -3.13 0.08
C 0.34 -2.98 -1.15 -0.27
C 0.75 -4.29 -0.90 -0.01
C 0.20 -4.96 0.17 -0.06
C -0.76 -4.33 0.95 -0.08
C -1.13 -3.04 0.62 -0.15
N -0.59 -2.38 -0.40 0.01
C -0.95 0.68 -3.68 -0.19
C -1.05 1.61 -4.70 0.00
C -2.06 2.54 -4.65 -0.06
C -2.96 2.51 -3.59 -0.06
C -2.77 1.55 -2.61 -0.14
N -1.79 0.66 -2.64 0.06
H 1.50 -4.71 -1.54 0.12
H 0.51 -5.98 0.40 0.10
H -1.24 -4.83 1.78 0.08
H -1.88 -2.50 1.19 0.09
H -0.33 1.56 -5.51 0.12
H -2.16 3.29 -5.42 0.10
H -3.77 3.21 -3.51 0.10
H -3.42 1.49 -1.74 0.09
O 3.14 3.56 0.67 -0.10
C 3.26 2.13 0.70 -0.29
C 3.27 1.51 -0.69 -0.58
C 4.50 2.01 -1.46 -0.22
O 5.77 1.70 -0.87 -0.07
C 3.35 -0.03 -0.59 -0.50
Se 1.93 -0.94 0.45 0.66
C 2.06 1.94 -1.54 -0.51
Se 0.41 2.23 -0.53 0.58
H 2.22 3.72 0.40 0.01
H 2.44 1.69 1.27 0.05
H 4.19 1.90 1.23 0.12
H 4.42 3.10 -1.59 0.12
H 4.52 1.55 -2.45 0.13
H 5.76 2.08 0.01 0.07
H 4.31 -0.31 -0.16 0.05
H 3.32 -0.43 -1.60 0.06
H 1.88 1.17 -2.29 0.05
H 2.27 2.87 -2.06 0.05
N -0.79 -4.23 4.88 0.11
N -0.56 -3.04 4.20 -0.31
N 0.65 -2.64 3.86 0.15
C 0.39 -1.52 3.21 -0.25
N -0.94 -1.26 3.18 0.01
N -1.53 -2.24 3.81 0.05
H -1.19 -4.00 5.78 0.09
H -1.44 -4.77 4.34 0.08
H 1.14 -0.93 2.70 -0.03
C -1.03 1.93 2.69 -0.21
As -2.48 1.12 1.74 0.99
C -3.47 2.64 1.11 -0.21
C -3.75 0.24 2.87 -0.21
O -2.10 0.22 0.40 -0.56
H -1.44 2.77 3.25 0.04
H -0.32 2.27 1.94 -0.04
H -0.55 1.22 3.35 0.02
H -3.79 3.26 1.94 0.03
H -4.35 2.29 0.56 0.03
H -2.83 3.21 0.44 0.04
H -4.13 0.97 3.59 0.04
H -3.32 -0.61 3.38 -0.01
H -4.56 -0.08 2.23 0.04
```